# 1
C3H8I2NO | wB97M-V/def2-TZVPD

The geometry in XYZ format:
```
15
Properties=species:S:1:pos:R:3
C 0.767 1.221 0.639
C 1.509 -0.058 -1.396
C 1.811 0.493 -0.114
N -1.308 -0.672 1.313
O 2.290 -0.068 -2.469
I 3.871 0.683 0.350
I 1.340 -2.221 -0.261
H 1.128 1.714 1.564
H 0.085 1.907 0.237
H -0.189 0.482 0.946
H 0.480 -0.164 -1.674
H -1.126 -1.443 0.650
H -2.223 -0.226 1.278
H -1.139 -0.985 2.224
H 3.257 -0.018 -2.334
```

Summary:
Strongest force on any atom, Eh/bohr: 0.0574
Orbital gap, eV: 7.38
Energy, Ha: -844.1457
Highest occupied orbital energy, eV: -13.6
ΔE to the lowest compared entry with this formula, charge and spin, eV: 2.0519
Net charge: +1

=====

# 2
C2H5Cl2N | wB97M-V/def2-TZVPD

The geometry in XYZ format:
```
10
Properties=species:S:1:pos:R:3
N -0.544 0.855 -0.956
C 0.125 0.561 0.251
C 0.524 -0.972 0.293
Cl -0.774 -1.979 -0.395
Cl 2.080 -0.947 -0.553
H -1.398 0.126 -0.816
H -1.128 1.844 -0.901
H -0.603 0.440 1.179
H 0.882 1.340 0.675
H 0.837 -1.267 1.222
```

Summary:
Strongest force on any atom, Eh/bohr: 0.1028
Orbital gap, eV: 10.30
SMILES: NCC(Cl)Cl
Energy, Ha: -1054.2805
Highest occupied orbital energy, eV: -9.5
ΔE to the lowest compared entry with this formula, charge and spin, eV: 1.4289
Net charge: 0